1.
The following is a quantum chemistry calculation of a 2-piece molecular cluster, C6H15N2 overall at a distorted geometry, from the OMol25 dataset.

## Properties
Highest occupied orbital energy, eV: -13.0
Energy above the lowest of the compared OMol25 structures with the same formula, charge and spin, kcal per mole: 91.4
DFT total energy, eV: -9436.0090
Frontier orbital gap, eV: 6.427
Net charge: +1

Positions of all 23 atoms, in Å:
C1 0.996 0.739 -2.752
C2 1.301 -0.273 -1.609
C3 0.172 -0.327 -0.712
N1 -1.431 1.619 2.059
C4 -1.307 0.986 0.808
C5 -0.100 0.631 0.292
C6 1.156 1.248 0.972
N2 -1.166 -3.372 1.358
H1 0.816 1.737 -2.338
H2 1.900 0.916 -3.338
H3 1.404 -1.216 -2.160
H4 2.307 -0.193 -1.195
H5 -1.119 -2.420 1.664
H6 -0.380 -1.246 -0.498
H7 -1.597 0.918 2.759
H8 -2.173 2.317 2.052
H9 -2.239 0.688 0.332
H10 1.828 1.729 0.252
H11 1.743 0.419 1.363
H12 0.852 2.024 1.658
H13 0.204 0.500 -3.450
H14 -1.508 -4.061 2.002
H15 -1.659 -3.361 0.482


2.
The following is a quantum chemistry calculation of C20H21GaN6O8S as an isolated structure, from the OMol25 dataset.

## Properties
Highest occupied orbital energy, eV: -8.8
Energy above the lowest of the compared OMol25 structures with the same formula, charge and spin, kcal per mole: 0.0
DFT total energy, eV: -109616.5085
Frontier orbital gap, eV: 8.628

Positions of all 57 atoms, in Å:
Ga1 -0.649 0.417 0.626
O1 -0.928 -1.463 0.020
N1 -0.925 -1.614 -1.256
N2 -0.955 -0.527 -1.905
O2 -1.016 0.648 -1.326
C1 -0.940 -0.569 -3.341
C2 -0.567 -1.731 -4.000
C3 -0.573 -1.738 -5.384
C4 -0.940 -0.601 -6.093
C5 -1.302 0.551 -5.413
C6 -1.304 0.576 -4.027
H1 -0.277 -2.605 -3.436
H2 -0.283 -2.637 -5.912
H3 -0.939 -0.615 -7.175
H4 -1.587 1.439 -5.961
H5 -1.581 1.462 -3.476
C7 1.656 3.585 0.673
C8 0.184 3.548 0.866
N3 -0.604 2.484 0.867
C9 -1.887 2.925 1.078
C10 -1.883 4.278 1.210
N4 -0.567 4.644 1.071
C11 -2.913 5.321 1.454
O3 -4.152 4.910 1.585
O4 -2.569 6.478 1.510
C12 -2.977 1.913 1.140
O5 -4.134 2.278 1.349
O6 -2.572 0.715 0.982
H6 1.914 3.318 -0.352
H7 2.139 2.865 1.330
H8 2.038 4.581 0.884
H9 -0.258 5.603 1.128
H10 -4.230 3.906 1.507
C13 1.293 -3.923 2.753
C14 2.016 -3.236 1.649
C15 2.989 -3.831 0.888
C16 3.592 -3.078 -0.126
N5 3.226 -1.834 -0.398
C17 2.257 -1.275 0.331
S1 1.752 0.316 -0.037
N6 1.698 -1.956 1.365
C18 4.669 -3.664 -0.983
H11 1.753 -4.887 2.952
H12 0.250 -4.073 2.471
H13 1.272 -3.308 3.651
H14 3.283 -4.852 1.082
H15 0.986 -1.451 1.925
H16 5.230 -4.431 -0.452
H17 5.335 -2.878 -1.328
H18 4.213 -4.125 -1.862
C19 -2.031 0.005 3.920
C20 -0.761 -0.655 3.455
O7 -0.255 -1.582 4.059
O8 -0.168 -0.161 2.383
H19 -2.323 -0.412 4.879
H20 -2.823 -0.135 3.186
H21 -1.871 1.080 4.016


3.
The following is a quantum chemistry calculation of a 6-piece molecular cluster, C19H28O18 overall at a distorted geometry, from the OMol25 dataset.

## Properties
Highest occupied orbital energy (spin up / spin down), eV: -13.1 / -13.1
DFT total energy, eV: -56999.0927
Frontier orbital gap (spin up / spin down), eV: 10.462 / 2.603
Multiplicity: 2
Net charge: +1

Positions of all 65 atoms, in Å:
C1 -1.656 -1.680 -1.027
C2 -0.945 -1.723 -2.335
O1 -1.847 -2.597 -3.041
C3 -3.015 -2.693 -2.372
O2 -4.031 -3.273 -2.737
O3 -2.945 -2.159 -1.193
H1 -1.693 -0.662 -0.638
H2 -1.174 -2.263 -0.242
H3 0.033 -2.201 -2.270
H4 -0.844 -0.709 -2.722
C4 0.770 -6.384 -0.158
C5 0.755 -4.878 -0.521
O4 -0.206 -4.382 0.323
C6 -0.991 -5.314 0.870
O5 -1.946 -4.981 1.561
O6 -0.426 -6.484 0.633
H5 1.610 -6.478 0.531
H6 0.922 -7.156 -0.913
H7 0.580 -4.599 -1.560
H8 1.774 -4.522 -0.371
C7 1.142 0.044 2.695
C8 0.278 -0.196 1.400
O7 0.895 -1.190 0.642
C9 2.139 -1.366 1.152
O8 2.938 -2.232 0.896
O9 2.287 -0.616 2.209
H9 0.658 -0.385 3.572
H10 1.312 1.118 2.774
H11 0.170 0.704 0.795
H12 -0.699 -0.410 1.835
C10 4.082 -0.283 -2.571
C11 3.804 0.576 -3.813
O10 2.812 1.537 -3.331
C12 2.246 1.136 -2.147
O11 1.310 1.719 -1.703
O12 2.977 -0.025 -1.703
H13 5.029 0.060 -2.155
H14 4.058 -1.334 -2.857
H15 3.177 0.019 -4.509
H16 4.618 1.169 -4.231
C13 -1.723 2.589 -3.671
C14 -2.339 3.288 -2.468
C15 -3.429 2.521 -1.747
O13 -2.892 2.395 -0.456
C16 -1.668 2.914 -0.372
O14 -0.964 2.804 0.608
O15 -1.459 3.597 -1.464
H17 -1.011 3.315 -4.065
H18 -2.421 2.328 -4.467
H19 -1.336 1.704 -3.167
H20 -2.766 4.177 -2.933
H21 -3.577 1.543 -2.205
H22 -4.416 2.982 -1.726
C17 -1.710 1.488 4.968
O16 -0.549 2.115 4.431
C18 -0.068 3.311 4.909
O17 -0.562 4.055 5.737
O18 1.090 3.636 4.124
C19 1.845 4.795 4.447
H23 -2.138 0.878 4.173
H24 -2.482 2.236 5.151
H25 -1.537 1.063 5.957
H26 2.544 4.592 5.258
H27 1.303 5.702 4.714
H28 2.308 5.066 3.498


4.
The following is a quantum chemistry calculation of C32H25BiCl5GeN6O3S as an isolated structure at a distorted geometry, from the OMol25 dataset.

## Properties
Highest occupied orbital energy (spin up / spin down), eV: -7.2 / -7.4
Energy above the lowest of the compared OMol25 structures with the same formula, charge and spin, kcal per mole: 116.8
DFT total energy, eV: -184476.2619
Frontier orbital gap (spin up / spin down), eV: 6.305 / 5.644
Multiplicity: 2

Positions of all 74 atoms, in Å:
Bi1 -0.435 0.088 -0.355
C1 0.587 -2.500 3.690
C2 1.294 -3.029 2.476
C3 0.878 -4.229 1.919
C4 1.420 -4.755 0.717
C5 1.786 -3.971 -0.316
C6 2.431 -1.727 -0.182
N1 2.416 -2.367 2.150
C7 2.775 -0.568 -1.011
C8 4.104 -0.367 -1.397
C9 4.467 0.809 -2.017
C10 3.506 1.775 -2.241
C11 2.185 1.497 -1.929
N2 1.828 0.324 -1.363
C12 1.153 2.553 -2.132
C13 1.349 3.569 -3.049
C14 0.384 4.556 -3.170
C15 -0.735 4.505 -2.368
C16 -0.892 3.442 -1.482
C17 -2.132 3.322 -0.647
N3 0.041 2.489 -1.380
H1 1.305 -2.220 4.461
H2 -0.125 -3.226 4.082
H3 0.045 -1.591 3.408
H4 0.228 -4.853 2.519
H5 1.556 -5.828 0.619
H6 2.384 -4.332 -1.146
H7 4.821 -1.164 -1.247
H8 5.493 0.980 -2.317
H9 3.786 2.737 -2.642
H10 2.211 3.562 -3.702
H11 0.501 5.344 -3.903
H12 -1.509 5.259 -2.430
H13 -2.352 4.270 -0.154
H14 -2.031 2.557 0.122
H15 -2.982 3.062 -1.281
N4 4.393 -1.640 1.314
C18 3.076 -1.966 1.107
S1 2.444 1.359 2.844
N5 1.394 -2.605 -0.417
N6 0.062 -2.202 -0.597
C19 -0.811 -3.118 -0.889
C20 -2.241 -3.062 -0.890
C21 -2.888 -4.301 -1.117
C22 -4.247 -4.435 -1.029
C23 -5.014 -3.304 -0.703
C24 -4.423 -2.083 -0.500
C25 -3.026 -1.915 -0.610
O1 -2.535 -0.714 -0.489
H16 4.641 -1.578 2.288
H17 4.802 -0.932 0.730
H18 -0.403 -4.106 -1.074
H19 -2.270 -5.160 -1.359
H20 -4.720 -5.394 -1.200
H21 -6.091 -3.395 -0.617
H22 -5.010 -1.202 -0.270
Cl1 -2.264 5.959 3.378
C26 -1.744 4.328 3.048
C27 -2.659 3.286 3.123
C28 -2.246 2.007 2.826
Cl2 -3.400 0.714 2.881
C29 -0.913 1.679 2.438
O2 -0.598 0.462 2.128
C30 -0.012 2.781 2.400
C31 1.423 2.632 2.080
O3 1.884 1.617 1.233
C32 -0.436 4.076 2.699
H23 -3.688 3.480 3.395
H24 1.955 3.571 1.953
H25 0.274 4.895 2.657
Cl3 -1.619 -1.884 -3.966
Ge1 -1.313 0.088 -3.023
Cl4 -0.236 1.072 -4.725
Cl5 -3.281 1.013 -3.351